(1)
{"formula": "C39H43ClIrP2Si2", "method": "ωB97M-V with the def2-TZVPD basis set", "s_squared": 6.05, "gap_ev": [6.25, 6.25], "charge": 1, "spin_multiplicity": 5, "homo_energy_ev": [-8.33, -10.87], "energy_ev": -90826.021, "de_lowest_ev": 0.0000, "molar_mass_g_mol": 857.563, "species": ["H", "H", "C", "C", "H", "Ir", "H", "H", "H", "H", "C", "P", "H", "H", "H", "H", "C", "Si", "H", "C", "H", "C", "C", "H", "C", "C", "H", "H", "C", "C", "C", "C", "C", "H", "H", "H", "C", "H", "C", "C", "C", "H", "C", "C", "H", "C", "H", "H", "Cl", "C", "H", "C", "H", "C", "H", "C", "C", "H", "H", "H", "H", "H", "C", "H", "H", "C", "C", "C", "H", "C", "P", "H", "H", "C", "C", "H", "H", "C", "H", "C", "C", "H", "C", "Si", "H", "C", "H", "C"], "xyz": [[-0.883, -0.495, -0.798], [1.480, -0.107, 0.968], [3.257, -1.007, 3.101], [1.322, -0.685, 4.550], [3.308, 0.252, -2.593], [-1.092, 0.338, 2.430], [4.832, -2.241, 3.914], [3.083, 1.867, 1.975], [-0.227, 2.852, 3.023], [-2.182, -2.588, -1.629], [-0.763, 3.172, -0.830], [1.095, 0.588, 2.132], [1.348, -4.360, -0.023], [-3.858, 2.956, -4.541], [2.812, 3.054, -2.304], [1.381, -1.675, 6.468], [0.538, -3.141, -4.211], [2.301, 0.310, -1.537], [1.044, 2.183, 5.167], [1.902, -1.490, 5.526], [0.198, 1.552, 6.612], [-3.371, 0.254, 2.274], [-1.310, 0.792, -3.844], [-1.504, -2.165, 0.846], [2.022, 2.121, 2.083], [3.840, -1.818, 4.084], [-1.524, -1.219, -6.118], [3.794, -0.780, 2.176], [-0.180, 4.332, -1.321], [-0.236, 1.577, -4.327], [-1.791, 3.322, -5.023], [-0.401, -1.193, -1.483], [-0.037, 1.982, -0.815], [1.356, -5.038, -4.834], [-0.683, -0.525, 6.962], [-3.989, 1.147, 2.297], [1.819, 3.083, -1.848], [-1.287, 2.717, 1.591], [-2.986, -0.539, 3.399], [-0.484, 2.838, -4.890], [0.171, -4.143, -6.408], [-1.982, 2.545, 3.240], [-0.408, -3.635, -0.993], [1.098, -1.180, -1.267], [-1.647, -2.386, 3.500], [-1.158, -0.746, 5.996], [-2.899, 0.035, 0.090], [1.706, 2.705, 1.211], [3.853, 0.438, -0.130], [0.099, 1.766, 5.539], [0.309, -4.965, -7.121], [-2.143, -1.619, 2.917], [-3.407, 0.821, -3.361], [3.157, -2.070, 5.283], [3.602, -2.720, 6.041], [-2.046, -1.496, 1.503], [-0.881, -2.043, -5.817], [-1.983, 4.263, -5.537], [-0.750, 5.265, -1.347], [-1.798, 3.179, -0.475], [-1.098, -1.822, 5.791], [-2.208, -0.431, 6.045], [1.612, -2.291, -0.604], [-0.726, 2.471, 5.370], [-0.560, 1.117, -0.405], [-1.102, 2.337, 2.602], [0.893, -3.497, -0.490], [-1.090, -2.512, -1.436], [0.352, 3.436, -5.251], [0.754, -4.179, -5.137], [-0.285, 0.191, 4.724], [0.799, 1.219, -4.251], [-0.913, -4.610, -1.011], [-2.774, -0.322, 1.101], [1.126, 4.295, -1.807], [1.602, 5.204, -2.186], [1.081, -3.181, -3.257], [-2.595, 1.366, -3.846], [2.610, -2.279, -0.157], [1.989, -0.473, 3.336], [-0.596, -3.032, -6.765], [-1.021, -2.954, -7.763], [-2.837, 2.589, -4.466], [-1.262, -0.980, -3.209], [1.855, 2.688, 3.003], [1.258, 1.896, -1.346], [-3.280, -0.358, 4.424], [-0.416, -2.123, -4.486]]}

=====

(2)
{"formula": "C39H43ClMnP2Si2", "method": "ωB97M-V with the def2-TZVPD basis set", "s_squared": 8.76, "gap_ev": [5.55, 7.30], "charge": 0, "spin_multiplicity": 6, "homo_energy_ev": [-5.08, -7.13], "energy_ev": -119315.680, "de_lowest_ev": 0.0000, "molar_mass_g_mol": 720.284, "species": ["H", "H", "H", "Cl", "H", "C", "H", "C", "Si", "P", "H", "H", "C", "H", "C", "C", "H", "H", "C", "H", "H", "C", "H", "C", "C", "C", "H", "Mn", "H", "H", "H", "C", "C", "C", "C", "H", "H", "H", "H", "C", "C", "H", "C", "H", "C", "C", "H", "C", "H", "H", "H", "C", "H", "H", "C", "C", "H", "C", "C", "C", "P", "C", "C", "C", "H", "C", "H", "Si", "C", "C", "C", "H", "C", "H", "H", "C", "H", "C", "H", "H", "C", "H", "C", "C", "H", "H", "H", "H"], "xyz": [[-2.205, -5.154, -1.781], [0.898, 3.788, 3.490], [1.219, 2.642, 2.141], [1.605, 0.006, -0.421], [-1.461, 3.624, 4.890], [-0.936, -1.982, 4.317], [-2.325, 2.109, 5.249], [0.448, 3.056, 2.797], [-0.252, -0.166, 0.496], [1.583, -0.434, 3.457], [1.049, 2.018, 8.606], [-0.318, 3.554, 2.182], [-1.888, -4.213, -1.327], [3.082, -0.831, 6.078], [-2.645, 1.560, 0.406], [2.326, -0.038, 6.209], [-0.920, -2.785, -7.668], [-1.467, -0.394, 5.810], [-0.979, 1.903, -1.288], [0.024, -4.996, -7.012], [0.019, 1.722, -1.693], [-1.818, 2.674, 4.459], [3.054, 1.700, -7.168], [1.437, 3.138, -7.265], [-1.493, -2.288, 3.031], [1.674, -4.110, -5.912], [-0.301, 4.432, -7.141], [-0.586, -0.321, 2.963], [1.692, -2.665, 4.405], [-4.455, 2.717, 0.195], [-1.461, 3.327, -2.841], [0.221, 3.569, -6.726], [2.300, -2.074, 3.721], [-1.807, 2.826, -1.934], [-2.560, -3.021, -1.605], [0.151, -0.682, -6.926], [1.861, 3.676, -8.110], [3.192, -2.966, -4.875], [0.510, -2.979, 0.765], [-2.124, -1.809, -1.044], [-0.336, 2.874, -5.647], [-1.289, 3.179, -5.224], [0.466, 2.043, 6.520], [-3.172, -1.304, 1.875], [1.201, 1.581, 7.624], [2.256, -2.920, -5.450], [2.058, -0.200, -3.321], [1.641, -1.675, -5.685], [-1.283, -3.176, 2.450], [-2.533, 2.906, 3.655], [-0.226, -2.582, 4.875], [2.992, 0.454, 2.748], [-3.317, 0.376, 3.994], [-0.240, 2.867, 6.672], [-3.481, 2.487, -0.236], [-3.074, 3.111, -1.418], [-0.117, 1.233, -4.251], [-0.338, -2.976, 0.072], [-1.399, 1.212, -0.145], [1.558, 1.331, -5.627], [-0.399, 1.779, 3.770], [-1.602, -0.816, 4.817], [-0.975, -1.764, -0.244], [0.561, -1.642, -6.587], [3.315, -1.960, 4.119], [-2.502, -1.308, 2.734], [-3.743, 3.810, -1.930], [2.275, -0.170, -4.771], [-0.031, -2.830, -7.045], [0.636, 1.440, 5.278], [0.335, 1.771, -5.099], [-0.240, -5.108, -0.239], [-0.780, -4.188, -0.474], [3.140, 0.184, 1.699], [-3.421, -3.031, -2.274], [2.142, 0.560, 7.469], [2.730, 0.205, 8.310], [0.508, -4.071, -6.691], [2.868, 1.534, 2.823], [3.747, -0.082, -4.886], [2.107, 2.028, -6.722], [-2.977, 1.112, 1.351], [1.543, 0.373, 5.139], [-2.576, -0.405, 3.844], [2.115, -5.071, -5.661], [2.330, -2.591, 2.754], [-2.687, -0.893, -1.247], [3.865, 0.179, 3.351]]}

=====

(3)
{"formula": "C39H43CrI2N4O4P", "method": "ωB97M-V with the def2-TZVPD basis set", "s_squared": 6.09, "gap_ev": [3.43, 3.53], "charge": -2, "spin_multiplicity": 5, "homo_energy_ev": [0.26, 0.15], "energy_ev": -109208.254, "de_lowest_ev": 0.0000, "molar_mass_g_mol": 968.575, "species": ["H", "I", "H", "C", "C", "C", "N", "C", "H", "C", "H", "C", "C", "C", "O", "C", "C", "H", "H", "H", "O", "H", "C", "H", "C", "H", "C", "H", "C", "C", "H", "H", "H", "H", "H", "C", "H", "H", "H", "C", "H", "O", "C", "H", "H", "H", "C", "N", "C", "C", "C", "H", "C", "C", "C", "H", "C", "C", "H", "H", "C", "C", "N", "C", "H", "H", "P", "H", "H", "C", "C", "H", "C", "H", "N", "C", "H", "C", "H", "H", "H", "O", "H", "H", "C", "H", "H", "H", "Cr", "H", "C", "C", "C", "I"], "xyz": [[4.019, -1.163, -3.160], [-6.656, 2.228, -1.267], [0.729, 5.012, 1.048], [1.264, -3.173, -3.699], [1.385, -0.376, 2.788], [-2.610, 0.861, -0.368], [-1.911, -0.169, 0.236], [-2.637, -1.170, 0.810], [-3.136, -2.247, -3.547], [-4.573, 2.025, -1.099], [-2.742, 0.060, 2.730], [1.853, -1.952, 1.062], [-4.002, -1.207, 0.765], [3.468, -2.102, -3.270], [0.953, 1.591, 4.115], [-2.410, 2.941, -1.556], [-0.294, -3.994, 0.635], [0.692, -4.433, 0.474], [4.421, 0.344, -1.581], [3.844, -2.602, -4.169], [1.985, 0.954, 0.013], [0.790, 3.360, 0.403], [-1.377, -1.891, -2.407], [-1.744, 0.430, 4.130], [-4.737, -0.179, 0.138], [1.402, 3.696, 2.037], [3.528, 3.118, -0.680], [-2.063, -1.942, 1.304], [-2.495, -2.636, -2.764], [-0.514, -2.352, -1.386], [-5.816, -0.205, 0.098], [4.586, 3.351, -0.816], [3.093, 2.373, 2.435], [3.046, 3.915, -0.120], [-0.179, -3.193, 1.366], [-0.911, -3.498, -0.655], [-0.892, 0.224, -2.546], [1.767, -3.641, -4.552], [-3.472, 0.837, 4.143], [2.307, -0.910, 3.631], [3.657, -2.729, -2.396], [2.271, -3.362, -0.806], [1.694, -2.389, -0.221], [3.951, 0.846, 2.372], [4.802, 2.357, 1.901], [-1.430, 5.665, 1.586], [-0.721, 3.669, 1.875], [-0.167, 1.280, 2.125], [-1.672, 4.679, 1.971], [-3.795, 3.029, -1.643], [2.750, -2.620, 1.981], [5.595, 0.849, -0.337], [-3.197, 3.178, 3.038], [-2.267, 2.147, 2.953], [0.703, 0.935, 3.095], [1.341, -3.838, -2.837], [-2.575, 0.792, 3.522], [3.852, 1.817, 1.883], [3.240, -3.516, 1.617], [-4.255, 3.876, -2.132], [0.634, 3.954, 1.303], [1.459, -1.017, -2.165], [0.678, -1.612, -1.037], [1.962, -1.851, -3.383], [0.928, -0.143, -2.524], [-0.960, -4.746, 1.063], [3.338, 1.545, 0.186], [1.812, -1.187, -4.248], [3.038, 3.033, -1.651], [-1.787, 1.866, -0.922], [-1.206, -0.602, -3.176], [3.628, -2.657, 3.910], [-4.022, 0.900, -0.441], [-3.681, -4.400, -2.439], [0.996, -0.948, 1.612], [-2.811, -3.827, -2.142], [2.342, -0.627, -1.666], [-2.914, 4.437, 2.533], [-4.160, 2.978, 3.496], [-3.655, 5.226, 2.583], [2.524, -0.400, 4.559], [-0.484, 1.708, -0.828], [-2.163, -0.329, -3.622], [0.215, -3.052, -3.959], [4.592, 0.457, -0.510], [-2.288, -5.112, -0.521], [-4.513, -2.047, 1.220], [4.482, -0.523, -0.039], [0.061, 0.264, 0.419], [-0.478, -0.700, -3.987], [2.959, -2.143, 3.227], [-1.036, 2.385, 2.331], [-2.023, -4.223, -1.082], [-1.208, 4.442, -2.368]]}

=====

(4)
{"formula": "C39H43F3NO3P2", "method": "ωB97M-V with the def2-TZVPD basis set", "gap_ev": 5.55, "charge": -1, "homo_energy_ev": -3.31, "energy_ev": -75505.294, "molar_mass_g_mol": 692.719, "species": ["H", "C", "C", "C", "C", "H", "H", "H", "C", "H", "H", "H", "C", "P", "P", "H", "C", "C", "H", "C", "H", "C", "H", "C", "H", "H", "C", "H", "H", "C", "H", "H", "C", "O", "C", "H", "N", "C", "C", "C", "H", "C", "H", "C", "H", "C", "H", "H", "H", "H", "C", "F", "C", "O", "C", "O", "C", "C", "C", "C", "C", "C", "F", "C", "F", "C", "H", "H", "H", "H", "C", "H", "C", "H", "H", "C", "H", "H", "H", "C", "H", "H", "H", "H", "C", "C", "H", "H", "H", "C", "H"], "xyz": [[0.077, 3.300, -1.107], [2.010, 5.922, -2.038], [-1.644, 2.444, 6.073], [0.802, 2.785, 4.793], [-5.835, 5.254, -0.778], [1.485, 3.616, 6.654], [-6.018, 6.103, -0.128], [2.451, 3.902, -1.449], [-3.903, -8.916, -2.065], [-2.768, -0.179, -0.770], [0.388, -0.505, 1.827], [0.749, -2.548, 0.052], [0.035, -0.536, 0.755], [5.183, -0.520, 0.720], [3.095, -0.997, 1.233], [-1.698, 4.976, -1.491], [11.578, -2.792, 1.546], [-4.736, 4.432, -0.556], [12.186, -3.587, 1.965], [10.192, -2.853, 1.639], [3.050, 6.189, -2.186], [10.021, -0.759, 0.463], [-6.048, -6.088, -3.595], [-3.486, -0.984, -0.873], [-1.985, -2.437, -1.380], [6.752, 0.810, 1.393], [1.673, 4.638, -1.622], [11.882, 0.152, -0.110], [-5.195, 2.219, -3.084], [-5.372, 3.072, -2.440], [-3.578, -5.959, -3.693], [1.272, 7.863, -2.596], [-0.572, 3.004, 6.760], [5.825, 0.712, 1.695], [-5.446, -6.880, -3.163], [-5.195, 0.233, -0.407], [2.331, -1.065, -0.325], [1.011, 6.864, -2.266], [-5.290, -8.983, -1.999], [-6.062, -7.966, -2.550], [-2.205, -7.775, -2.724], [-6.699, 4.990, -1.835], [9.413, 0.032, 0.036], [11.408, -0.692, 0.378], [-6.013, -3.895, -1.218], [-4.058, -6.809, -3.221], [0.476, -1.326, -1.265], [-2.596, 2.307, 6.573], [-3.603, -4.295, -1.607], [-7.144, -8.019, -2.502], [-3.042, -2.259, -1.214], [0.987, 1.655, 0.347], [-0.191, 0.945, 0.223], [5.312, 0.075, -0.878], [-0.324, 6.524, -2.068], [6.106, -1.745, 0.895], [-5.306, -3.079, -1.124], [-0.658, 5.241, -1.647], [-4.503, 3.342, -1.389], [-4.844, -0.760, -0.666], [-3.286, -7.829, -2.674], [0.650, 3.177, 6.119], [-1.138, 1.580, 1.055], [0.339, 4.299, -1.429], [-0.688, 1.015, -1.116], [-5.752, -1.806, -0.789], [-5.770, -9.828, -1.519], [5.224, -0.687, -1.480], [8.329, -1.887, 1.164], [-3.301, -9.712, -1.640], [-0.271, 2.229, 4.105], [-4.061, 4.639, 0.267], [0.917, -1.443, -0.216], [1.756, 2.914, 4.295], [-7.553, 5.634, -2.012], [12.187, -1.711, 0.917], [13.268, -1.662, 0.846], [-2.332, 1.630, 4.207], [-6.809, -1.629, -0.624], [9.412, -1.837, 1.095], [9.718, -3.693, 2.134], [-3.644, 2.702, -1.217], [-7.145, 3.688, -3.486], [-1.001, -1.020, 0.791], [-1.495, 2.061, 4.744], [-3.951, -3.304, -1.340], [-0.689, 3.306, 7.795], [-1.102, 7.258, -2.242], [-0.154, 1.926, 3.072], [-6.469, 3.897, -2.664], [3.210, -2.314, 1.837]]}

=====

(5)
{"formula": "C39H44Cl2N3OP3Pt", "method": "ωB97M-V with the def2-TZVPD basis set", "s_squared": 6.03, "gap_ev": [4.48, 3.43], "charge": 2, "spin_multiplicity": 5, "homo_energy_ev": [-8.91, -12.06], "energy_ev": -103812.606, "molar_mass_g_mol": 929.707, "species": ["C", "H", "H", "H", "H", "H", "H", "C", "C", "H", "Pt", "H", "H", "H", "Cl", "H", "H", "H", "C", "C", "H", "C", "H", "H", "H", "H", "H", "N", "N", "H", "H", "H", "C", "C", "H", "H", "C", "C", "C", "C", "C", "C", "C", "C", "C", "H", "C", "H", "H", "C", "H", "C", "C", "H", "C", "H", "O", "H", "C", "C", "C", "C", "H", "H", "C", "H", "H", "C", "H", "H", "H", "H", "C", "H", "H", "H", "P", "C", "H", "C", "Cl", "C", "C", "C", "C", "C", "P", "N", "H", "C", "P", "C", "C"], "xyz": [[5.413, 2.313, -7.615], [3.178, -3.577, 0.892], [-2.008, 2.600, 3.029], [-4.832, -3.204, -3.760], [-0.627, -2.787, -8.857], [2.596, 0.491, -8.224], [-0.330, -3.579, -1.393], [-2.158, 3.312, 5.584], [2.508, -2.732, 1.094], [-1.739, 5.991, -8.225], [0.296, -0.260, -0.592], [1.875, 2.685, 4.722], [-5.301, 0.129, -1.620], [-4.339, -1.820, 0.173], [-0.034, -1.010, 1.639], [-4.538, 0.319, -3.232], [1.867, 3.642, -8.050], [3.395, -1.783, -1.677], [0.793, -0.989, -6.331], [4.536, 1.433, -8.257], [-1.214, -0.485, -9.628], [2.858, 1.853, -6.552], [6.404, 2.496, -8.033], [-1.165, -1.513, -3.843], [-3.386, -2.370, -4.428], [-2.205, -1.038, 0.125], [-3.616, -3.340, -0.430], [-0.226, 2.869, 4.227], [-2.880, 3.941, 10.307], [0.217, 4.201, 8.554], [-0.334, -3.755, 0.385], [3.092, -1.839, 1.332], [-1.640, -0.821, -0.792], [0.399, -2.095, -7.082], [-5.330, -2.966, -0.781], [-3.188, -3.731, -3.270], [-5.022, -0.386, -2.546], [-0.930, 3.471, -6.072], [-0.649, -0.632, -8.705], [0.300, -3.742, -0.510], [5.024, 2.951, -6.428], [-0.449, 3.974, 7.723], [-1.155, 5.194, -7.763], [0.669, 0.926, -2.470], [0.117, 4.885, -8.256], [-2.666, 4.731, -6.279], [-1.395, -0.618, -3.236], [-1.325, 2.930, -5.208], [-3.749, 3.363, 7.019], [-0.258, 0.484, -7.958], [-0.520, 1.483, -8.304], [-2.201, -1.009, -2.003], [2.567, -2.485, -1.817], [2.944, -3.509, -1.931], [0.490, 0.314, -6.782], [1.173, 3.856, 6.278], [-2.187, 0.307, -4.012], [1.360, -1.119, -5.406], [0.873, 3.868, -7.663], [0.100, 3.759, 6.454], [3.761, 2.715, -5.889], [-2.681, 3.509, 6.863], [0.662, -3.099, -6.741], [4.833, 0.929, -9.180], [3.267, 1.186, -7.720], [2.000, -2.194, -2.708], [-2.810, 3.016, 4.756], [0.340, 3.132, -6.590], [5.707, 3.641, -5.925], [2.015, 1.710, 2.143], [0.532, 5.434, -9.104], [1.286, 1.772, -2.721], [-4.327, -2.536, -0.658], [0.841, -4.693, -0.609], [3.451, 3.208, -4.966], [-1.722, 0.536, -4.839], [1.185, 1.703, -5.795], [-1.674, 4.489, -6.668], [1.859, -2.966, 1.944], [1.158, 2.061, 2.693], [2.494, 0.535, -0.045], [-0.766, 3.368, 5.420], [-2.391, 3.903, 9.245], [-3.809, -2.865, -3.541], [-0.319, -1.919, -8.272], [-0.139, 0.011, -2.772], [-3.878, -1.705, -2.170], [-0.115, 2.048, 2.159], [-5.918, -0.814, -3.011], [-0.939, 2.500, 3.088], [1.488, -2.381, -0.366], [1.107, 2.577, 3.974], [-1.829, 3.816, 7.931]]}